(1)
This record from the OMol25 dataset describes a molecular structure, C37H39Cl3GeMgN8O5PSTe. The level of theory is ωB97M-V with the def2-TZVPD basis set.

## Properties
- energy relative to the best compared isomer or geometry (same formula, charge and spin) (kcal per mole) = 5.6
- LUMO energy (alpha / beta) (eV) = -0.15 / -1.34
- E (eV) = -188113.43602
- frontier orbital gap (alpha / beta) (eV) = 7.28 / 6.13
- 2S+1 = 2
- ⟨S²⟩ = 0.7600

Positions of all 97 atoms, in Å:
Mg  -0.195  -0.121  0.028
C  0.492  -5.426  -1.780
N  0.791  -4.060  -1.398
C  -0.049  -3.053  -1.204
N  0.630  -1.952  -0.921
C  1.929  -2.379  -0.955
N  2.076  -3.646  -1.251
C  0.197  -5.596  -3.254
C  -0.304  -6.818  -3.690
C  -0.534  -7.043  -5.039
C  -0.274  -6.047  -5.966
C  0.208  -4.818  -5.532
C  0.445  -4.593  -4.179
C  0.454  -3.770  -6.531
N  0.325  -3.849  -7.803
N  0.665  -2.584  -8.308
C  0.957  -1.862  -7.291
O  0.854  -2.541  -6.119
C  1.339  -0.445  -7.260
C  1.348  0.284  -8.448
C  1.671  1.629  -8.418
C  1.958  2.256  -7.209
C  1.943  1.534  -6.028
C  2.194  2.215  -4.704
N  1.226  1.788  -3.704
C  1.417  0.991  -2.662
N  0.262  0.714  -2.083
C  -0.628  1.419  -2.844
N  -0.090  2.069  -3.847
C  1.650  0.176  -6.062
H  -0.346  -5.775  -1.175
H  1.369  -6.007  -1.505
H  -1.123  -3.144  -1.250
H  2.772  -1.737  -0.741
H  -0.508  -7.602  -2.969
H  -0.919  -8.000  -5.368
H  -0.443  -6.205  -7.023
H  0.834  -3.634  -3.858
H  1.089  -0.211  -9.375
H  1.681  2.201  -9.336
H  2.181  3.316  -7.189
H  2.124  3.295  -4.802
H  3.179  1.968  -4.310
H  2.393  0.647  -2.349
H  -1.687  1.437  -2.646
H  1.638  -0.403  -5.145
C  1.077  -0.516  1.886
H  2.129  -0.255  1.908
H  0.874  -1.586  1.786
H  0.514  -0.017  2.671
C  -3.769  -4.909  -0.836
C  -4.361  -4.002  0.219
O  -3.721  -2.716  0.187
P  -2.560  -2.202  1.173
O  -1.795  -1.214  0.305
Te  -1.398  -3.978  2.177
O  -3.297  -1.267  2.234
C  -4.154  -1.790  3.269
C  -5.607  -1.611  2.883
H  -4.371  -5.816  -0.933
H  -2.754  -5.194  -0.554
H  -3.750  -4.403  -1.804
H  -4.267  -4.446  1.209
H  -5.416  -3.816  0.020
H  -3.910  -1.233  4.171
H  -3.911  -2.836  3.454
H  -5.874  -0.555  2.836
H  -6.249  -2.103  3.617
H  -5.800  -2.046  1.901
O  -1.414  1.510  0.119
S  -2.407  1.987  1.182
C  -2.535  3.728  0.883
C  -2.602  4.569  1.979
C  -2.658  5.941  1.766
C  -2.627  6.440  0.473
C  -2.544  5.577  -0.619
C  -2.497  4.210  -0.418
C  -4.026  1.479  0.607
C  -5.134  1.961  1.291
C  -6.398  1.592  0.869
C  -6.548  0.740  -0.220
C  -5.430  0.251  -0.879
C  -4.154  0.617  -0.464
H  -2.590  4.163  2.984
H  -2.697  6.615  2.611
H  -2.656  7.510  0.311
H  -2.499  5.973  -1.625
H  -2.407  3.526  -1.253
H  -5.012  2.628  2.138
H  -7.269  1.970  1.389
H  -7.538  0.457  -0.551
H  -5.545  -0.427  -1.715
H  -3.274  0.217  -0.946
Cl  3.619  2.093  0.834
Ge  1.435  2.083  0.579
Cl  0.763  2.967  2.497
Cl  1.176  3.821  -0.758

(2)
This record from the OMol25 dataset describes C22H31N5O2S2 in the gas phase at a distorted geometry. The level of theory is ωB97M-V with the def2-TZVPD basis set.

## Properties
- energy relative to the best compared isomer or geometry (same formula, charge and spin) (kcal per mole) = 0.0
- LUMO energy (eV) = 0.23
- E (eV) = -56534.74218
- frontier orbital gap (eV) = 8.63
- SMILES string = CCCCN(CCCC)C(=O)CSc1nnc2n(C)c(=O)c3c4c(sc3n12)CCCC4

Positions of all 62 atoms, in Å:
C  -0.363  -0.284  2.827
C  0.911  -0.848  2.210
C  1.807  0.256  1.653
C  2.996  -0.327  0.876
N  3.844  0.702  0.318
C  4.799  1.334  1.219
C  6.239  0.892  0.943
C  6.460  -0.605  1.142
C  7.915  -0.988  0.898
C  3.799  1.188  -0.940
O  4.511  2.107  -1.301
C  2.855  0.543  -1.949
S  1.111  1.011  -1.679
C  0.438  -0.555  -1.362
N  1.035  -1.710  -1.470
N  0.174  -2.683  -1.107
C  -0.948  -2.109  -0.778
N  -2.090  -2.691  -0.334
C  -2.097  -4.136  -0.233
C  -3.217  -1.962  0.039
O  -4.213  -2.525  0.445
C  -3.069  -0.517  -0.099
C  -4.039  0.477  0.235
C  -3.587  1.738  0.010
S  -1.954  1.775  -0.614
C  -1.905  0.056  -0.570
N  -0.851  -0.735  -0.918
C  -4.355  2.988  0.264
C  -5.840  2.649  0.411
C  -6.019  1.467  1.361
C  -5.409  0.202  0.761
H  -0.923  0.294  2.093
H  -1.002  -1.085  3.191
H  -0.124  0.372  3.661
H  1.460  -1.415  2.965
H  0.654  -1.547  1.411
H  2.172  0.876  2.475
H  1.226  0.904  0.994
H  3.601  -0.935  1.554
H  2.630  -0.985  0.087
H  4.518  1.088  2.243
H  4.734  2.416  1.079
H  6.897  1.449  1.614
H  6.493  1.168  -0.081
H  6.181  -0.883  2.162
H  5.824  -1.162  0.452
H  8.209  -0.729  -0.117
H  8.058  -2.057  1.035
H  8.570  -0.462  1.588
H  3.125  0.934  -2.930
H  2.887  -0.544  -1.952
H  -1.907  -4.574  -1.212
H  -3.077  -4.433  0.135
H  -1.315  -4.461  0.453
H  -4.200  3.700  -0.550
H  -3.989  3.459  1.182
H  -6.377  3.522  0.784
H  -6.251  2.390  -0.567
H  -7.079  1.302  1.558
H  -5.531  1.693  2.311
H  -5.361  -0.601  1.497
H  -6.030  -0.163  -0.062

(3)
This record from the OMol25 dataset describes a molecular structure, C21H16NO5PRuS2 at a distorted geometry. The level of theory is ωB97M-V with the def2-TZVPD basis set.

## Properties
- energy relative to the best compared isomer or geometry (same formula, charge and spin) (kcal per mole) = 20.9
- LUMO energy (alpha / beta) (eV) = 2.01 / 1.67
- E (eV) = -67310.03913
- frontier orbital gap (alpha / beta) (eV) = 7.07 / 6.84
- 2S+1 = 2
- ⟨S²⟩ = 0.7599
- net charge = -1

Positions of all 47 atoms, in Å:
Ru  -0.321  -0.433  0.578
O  -3.362  1.157  2.692
C  -2.326  0.768  2.194
O  -2.118  0.462  0.949
C  -1.082  0.622  3.069
C  -0.992  0.889  4.420
C  0.226  0.677  5.059
C  1.317  0.189  4.350
C  1.158  -0.071  3.003
N  -0.011  0.170  2.412
C  2.191  -0.660  2.050
O  3.340  -0.816  2.431
O  1.704  -0.925  0.886
H  -1.874  1.249  4.930
H  0.318  0.878  6.119
H  2.280  -0.004  4.802
C  1.691  1.400  -0.828
C  0.356  0.685  -0.828
O  -0.560  1.018  -1.541
H  1.452  2.463  -0.837
H  2.248  1.159  -1.735
H  2.297  1.125  0.025
S  0.008  -3.644  -2.940
P  -0.318  -4.089  -1.067
S  -1.042  -2.660  0.199
C  1.176  -4.811  -0.297
C  1.766  -4.253  0.829
C  2.891  -4.842  1.394
C  3.422  -5.997  0.844
C  2.837  -6.558  -0.288
C  1.725  -5.963  -0.858
C  -1.538  -5.438  -0.875
C  -1.786  -5.984  0.383
C  -2.718  -6.998  0.534
C  -3.413  -7.473  -0.573
C  -3.168  -6.933  -1.826
C  -2.231  -5.917  -1.977
H  1.356  -3.342  1.246
H  3.352  -4.388  2.263
H  4.296  -6.459  1.288
H  3.255  -7.455  -0.728
H  1.279  -6.385  -1.752
H  -1.253  -5.606  1.247
H  -2.909  -7.414  1.515
H  -4.144  -8.264  -0.455
H  -3.709  -7.299  -2.690
H  -2.027  -5.484  -2.948

(4)
This record from the OMol25 dataset describes a molecular structure, C10H16Cl2IInNOP at a distorted geometry. The level of theory is ωB97M-V with the def2-TZVPD basis set.

## Properties
- LUMO energy (eV) = -9.06
- E (eV) = -61759.20620
- frontier orbital gap (eV) = 6.48
- net charge = +2

Positions of all 33 atoms, in Å:
C  0.123  -5.002  -3.158
I  0.680  -3.325  -1.955
H  -0.966  -5.115  -3.107
H  0.625  -5.896  -2.761
H  0.445  -4.807  -4.190
In  -0.212  -0.042  0.026
P  -0.154  1.452  -1.937
C  1.371  1.735  -2.780
C  -1.312  0.780  -3.124
H  -1.768  2.939  -0.939
H  -0.944  3.653  -2.371
H  -0.107  3.573  -0.784
C  -0.806  3.052  -1.453
H  -2.287  0.599  -2.654
H  -1.425  1.516  -3.941
H  1.171  2.408  -3.636
H  1.797  0.796  -3.156
H  -0.938  -0.165  -3.537
H  2.110  2.210  -2.120
C  1.892  -0.273  -0.213
O  3.062  -0.426  -0.338
Cl  -2.370  0.316  0.259
Cl  -0.482  4.110  4.027
C  -0.087  2.504  3.618
C  0.323  1.594  4.602
C  0.636  0.289  4.250
C  0.536  -0.097  2.924
N  0.155  0.786  2.025
C  -0.168  2.069  2.301
H  0.392  1.910  5.635
H  0.953  -0.436  5.003
H  0.778  -1.141  2.636
H  -0.498  2.747  1.502

(5)
This record from the OMol25 dataset describes C3H6FN3 in the gas phase at a distorted geometry. The level of theory is ωB97M-V with the def2-TZVPD basis set.

## Properties
- energy relative to the best compared isomer or geometry (same formula, charge and spin) (kcal per mole) = 97.0
- LUMO energy (alpha / beta) (eV) = 0.58 / 0.48
- E (eV) = -10391.40817
- frontier orbital gap (alpha / beta) (eV) = 7.47 / 7.81

Positions of all 13 atoms, in Å:
C  0.776  0.955  0.099
C  1.760  -0.104  0.037
C  1.509  -1.402  0.000
N  -0.486  0.750  -0.061
N  -1.250  -0.310  0.269
N  -2.521  -0.037  -0.138
F  3.071  0.246  0.088
H  1.028  1.971  0.071
H  0.591  -1.780  -0.097
H  2.277  -2.076  -0.353
H  -0.982  1.661  -0.175
H  -2.869  0.945  0.012
H  -2.904  -0.819  0.250

(6)
This record from the OMol25 dataset describes C5H6O in the gas phase. The level of theory is ωB97M-V with the def2-TZVPD basis set.

## Properties
- energy relative to the best compared isomer or geometry (same formula, charge and spin) (kcal per mole) = 107.1
- LUMO energy (eV) = 1.06
- E (eV) = -7324.64143
- frontier orbital gap (eV) = 9.18

Positions of all 12 atoms, in Å:
C  -1.019  0.643  0.442
C  0.303  1.304  0.175
C  1.235  0.398  -0.095
C  0.642  -0.973  -0.114
O  -0.706  -0.775  0.474
C  -0.430  -1.256  -1.113
H  -1.477  0.898  1.402
H  -1.731  0.792  -0.374
H  0.422  2.381  0.155
H  2.283  0.597  -0.289
H  1.205  -1.766  0.389
H  -0.682  -2.322  -0.982

Q: Which of these has the lowest E?
A: C37H39Cl3GeMgN8O5PSTe

Q: Look up the E of the fourth one.
A: -61759.20620 eV

Q: Which of these has the highest E?
A: C5H6O